Model a:
Entry from the Open Molecules 2025 dataset: a molecular structure, CH5O2 (ωB97M-V/def2-TZVPD).

The spin multiplicity is 1. The HOMO energy comes out at -3.4453 eV. The value obtained for the frontier orbital gap is 8.3 eV. As for the lowest unoccupied orbital energy: 0.1768 Eh. The charge is -1.

Last column: natural (NBO) charge in e.
CARTESIAN COORDINATES (ANGSTROEM)
C -0.97862 -0.29241 0.34650  -0.2212
O 0.20103 -0.99812 0.11654  -0.8909
H -1.13533 -0.23794 1.37387  0.1160
H -1.91115 -0.75530 -0.08115  0.1054
H -0.99857 0.83211 0.13955  0.1191
H 2.02426 1.05599 -0.30949  0.4145
H 1.06348 -0.23043 -0.46818  0.4974
O 1.73492 0.62609 -1.11765  -1.1403

***

Model b:
Entry from the Open Molecules 2025 dataset: 2 unconnected molecules or ions with the total composition CH5O2 (ωB97M-V/def2-TZVPD).

The spin multiplicity is 1. The HOMO energy comes out at -3.0232 eV. The value obtained for the frontier orbital gap is 7.9 eV. As for the lowest unoccupied orbital energy: 0.1805 Eh. The charge is -1.

Last column: natural (NBO) charge in e.
CARTESIAN COORDINATES (ANGSTROEM)
O 0.81179 1.43438 -1.30704  -1.0816
H 0.53658 2.05384 -0.62523  0.4283
C -0.27186 -0.82630 0.60696  -0.2172
O -0.86290 -0.27074 -0.50753  -0.9320
H -0.73418 -0.48216 1.56233  0.0900
H -0.38341 -1.93161 0.63370  0.0978
H 0.80727 -0.59942 0.67566  0.1183
H 0.09672 0.62202 -1.03885  0.4965

***

Result of the stability comparison: model a is the least stable of them.

***

Model a:
Entry from the Open Molecules 2025 dataset: C5H11N in the gas phase (ωB97M-V/def2-TZVPD).

The spin multiplicity is 1. The HOMO energy comes out at -8.2354 eV. Its SMILES is C=CCN(C)C. The value obtained for the frontier orbital gap is 9.4 eV. As for the lowest unoccupied orbital energy: 0.0417 Eh. The charge is 0.

Last column: natural (NBO) charge in e.
CARTESIAN COORDINATES (ANGSTROEM)
C -0.27238 0.73821 -1.27965  -0.4148
C -1.18331 0.81528 1.67367  -0.3994
C -0.56660 -0.33737 1.43367  -0.2011
C -0.86629 -1.12899 0.19369  -0.2487
N -0.02769 -0.63567 -0.88968  -0.4377
C 1.38252 -0.96664 -0.80053  -0.4157
H 0.05564 0.86631 -2.31459  0.1990
H -1.34641 0.95370 -1.24736  0.1992
H 0.22513 1.51433 -0.66172  0.1719
H -0.79766 1.56755 2.35072  0.1998
H -2.09523 1.07340 1.13822  0.1866
H 0.34403 -0.61920 1.96171  0.1960
H -1.90879 -0.99763 -0.11799  0.1967
H -0.69151 -2.20772 0.29610  0.2003
H 2.01138 -0.17920 -0.34208  0.1718
H 1.75414 -1.16494 -1.81251  0.1975
H 1.53029 -1.87825 -0.20745  0.1988

***

Model b:
Entry from the Open Molecules 2025 dataset: C5H11N in the gas phase (ωB97M-V/def2-TZVPD).

The spin multiplicity is 1. The HOMO energy comes out at -9.1936 eV. Its SMILES is CCN1C[C@H]1C. The value obtained for the frontier orbital gap is 10.5 eV. As for the lowest unoccupied orbital energy: 0.0477 Eh. The charge is 0.

Last column: natural (NBO) charge in e.
CARTESIAN COORDINATES (ANGSTROEM)
C -0.28618 -0.91090 -2.00757  -0.6188
C 0.05450 0.43782 -1.36248  -0.1979
N -0.55840 0.54812 -0.06768  -0.4162
C -0.12007 1.59902 0.83148  -0.2709
C 0.35436 0.17832 0.96973  -0.0653
C -0.02736 -0.84869 2.02764  -0.6208
H 0.20842 -0.96552 -2.98101  0.2092
H 0.11216 -1.70323 -1.36509  0.2021
H -1.35593 -1.12449 -2.16461  0.2170
H 1.24606 0.43052 -1.10884  0.1437
H -0.31299 1.28090 -1.98195  0.1992
H 0.66117 2.30511 0.53753  0.1883
H -0.95781 2.06145 1.35990  0.2090
H 1.37360 0.09157 0.42032  0.1758
H 0.71767 -0.85586 2.82837  0.2131
H -0.05445 -1.85284 1.58505  0.2120
H -1.00894 -0.68236 2.49853  0.2206

***

Result of the stability comparison: model b is the least stable of them.

***

Model a:
Entry from the Open Molecules 2025 dataset: C5H11N in the gas phase (ωB97M-V/def2-TZVPD).

The spin multiplicity is 1. The HOMO energy comes out at -8.9560 eV. Its SMILES is C[C@@H]1[C@H](C)N1C. The value obtained for the frontier orbital gap is 10.2 eV. As for the lowest unoccupied orbital energy: 0.0445 Eh. The charge is 0.

Last column: natural (NBO) charge in e.
CARTESIAN COORDINATES (ANGSTROEM)
C 0.63125 -1.88813 0.00265  -0.6193
C -0.16010 -0.69829 0.47589  -0.0732
C 0.28042 0.71921 0.39512  -0.0822
C 1.63726 1.16383 -0.08368  -0.6153
C -2.03679 0.56555 -0.49692  -0.4067
H -0.01741 -2.77590 -0.15749  0.2169
H 1.23899 -1.69594 -0.87914  0.2212
H 1.28291 -2.22233 0.82749  0.2076
H -0.78912 -0.84204 1.39768  0.1870
H -0.08983 1.45264 1.08366  0.1881
H 2.16090 0.39874 -0.69201  0.2150
H 1.53984 2.16297 -0.67099  0.2126
H 2.29575 1.42462 0.79713  0.2117
H -2.48996 0.44749 0.60581  0.1567
H -2.07804 1.63012 -0.83960  0.1997
H -2.72758 -0.00576 -1.20877  0.2050
N -0.67850 0.16321 -0.55684  -0.4248

***

Model b:
Entry from the Open Molecules 2025 dataset: C5H11N in the gas phase (ωB97M-V/def2-TZVPD).

The spin multiplicity is 1. The HOMO energy comes out at -9.0115 eV. Its SMILES is CCN1C[C@H]1C. The value obtained for the frontier orbital gap is 10.1 eV. As for the lowest unoccupied orbital energy: 0.0416 Eh. The charge is 0.

Last column: natural (NBO) charge in e.
CARTESIAN COORDINATES (ANGSTROEM)
C -1.79042 0.90776 0.39950  -0.6622
C -1.42810 -0.34019 -0.52331  -0.2267
N -0.06622 -0.89124 -0.55291  -0.3968
C 0.51542 -1.28525 0.72281  -0.2655
C 0.91408 -0.02656 0.05191  -0.0862
C 2.21438 0.31847 -0.60462  -0.6107
H -2.54953 0.66166 1.14466  0.2150
H -1.01780 1.42841 0.98704  0.2105
H -2.17874 1.71486 -0.22823  0.2177
H -2.08962 -1.19429 -0.32291  0.1964
H -1.63120 -0.06151 -1.56301  0.1981
H -0.11337 -1.21868 1.61132  0.1883
H 1.16658 -2.15859 0.68783  0.2013
H 0.43917 0.83942 0.48053  0.1850
H 2.82378 0.87968 0.11235  0.2103
H 2.02006 0.98135 -1.45557  0.2120
H 2.77154 -0.55530 -0.94738  0.2134

***

Model c:
Entry from the Open Molecules 2025 dataset: C5H11N in the gas phase (ωB97M-V/def2-TZVPD).

The spin multiplicity is 1. The HOMO energy comes out at -7.7443 eV. The value obtained for the frontier orbital gap is 6.1 eV. As for the lowest unoccupied orbital energy: -0.0592 Eh. The charge is 0.

Last column: natural (NBO) charge in e.
CARTESIAN COORDINATES (ANGSTROEM)
C -1.66842 0.26701 -0.83824  -0.4635
N 0.48479 -1.02331 -1.42136  -0.8709
C 0.77819 0.24587 -0.60569  -0.1590
C -0.63759 0.65002 0.07719  -0.2760
C -0.61917 -0.09063 1.40946  -0.6192
C 1.90098 0.04539 0.23995  -0.2624
H -2.53464 -0.34992 -0.42712  0.2181
H -2.07323 0.88055 -1.65444  0.2151
H -0.66935 -0.87882 -1.36205  0.3544
H 0.83655 1.03785 -1.34619  0.2092
H 1.38735 -1.43340 -0.88370  0.3796
H -1.45761 -0.34379 2.12695  0.2267
H -0.61201 1.68515 0.42013  0.2343
H -0.03040 -0.94639 1.15364  0.2056
H 2.74013 0.71747 0.18246  0.2050
H 2.03402 -0.82244 0.84643  0.1978
H 0.14040 0.35939 2.08258  0.2051

***

Model d:
Entry from the Open Molecules 2025 dataset: C5H11N in the gas phase (ωB97M-V/def2-TZVPD).

The spin multiplicity is 1. The HOMO energy comes out at -9.0444 eV. Its SMILES is C/C=N/C(C)C. The value obtained for the frontier orbital gap is 10.2 eV. As for the lowest unoccupied orbital energy: 0.0413 Eh. The charge is 0.

Last column: natural (NBO) charge in e.
CARTESIAN COORDINATES (ANGSTROEM)
C -0.72400 -1.17574 0.23418  0.0976
C -1.80373 -2.21110 0.42718  -0.6690
C 1.43310 0.66674 0.69020  -0.6270
C 0.58086 1.60757 -1.38358  -0.6378
C 0.22945 1.21925 0.05016  -0.0611
N -0.96720 0.01175 -0.08781  -0.4084
H 0.20178 -1.62864 0.75851  0.1294
H -2.36062 -2.27271 -0.56907  0.2270
H -1.36652 -3.17969 0.72603  0.2107
H -2.58083 -1.91102 1.06705  0.2320
H 2.42088 1.29177 0.54121  0.2209
H 1.33403 0.61209 1.89529  0.2072
H 1.70776 -0.26855 0.39957  0.2088
H 1.25928 2.51878 -1.53973  0.2151
H -0.29664 2.01049 -1.98333  0.2301
H 1.22526 0.85000 -1.87804  0.2188
H -0.29287 1.85901 0.65218  0.2058

***

Result of the stability comparison: model c is the least stable of them.

***

Model a:
Entry from the Open Molecules 2025 dataset: C5H11N in the gas phase (ωB97M-V/def2-TZVPD).

The spin multiplicity is 1. The HOMO energy comes out at -9.0169 eV. Its SMILES is CC(C)N1CC1. The value obtained for the frontier orbital gap is 10.2 eV. As for the lowest unoccupied orbital energy: 0.0426 Eh. The charge is 0.

Last column: natural (NBO) charge in e.
CARTESIAN COORDINATES (ANGSTROEM)
C 1.90859 0.47141 0.05096  -0.5993
C 0.55421 -0.27607 0.05480  -0.0539
C 0.31066 -1.19819 -1.17967  -0.6454
N -0.39609 0.86522 0.36039  -0.4101
C -1.79905 0.69326 -0.03868  -0.2641
C -1.40498 0.51732 1.35316  -0.2554
H 1.87103 1.32483 -0.63458  0.2138
H 2.11854 0.92360 1.04077  0.2157
H 2.73917 -0.19534 -0.18541  0.1986
H 0.63053 -0.92563 0.94811  0.1744
H 0.59329 -0.67463 -2.09486  0.2109
H -0.67853 -1.66099 -1.44430  0.2180
H 0.94072 -2.09586 -1.09392  0.2198
H -2.06689 -0.18265 -0.59555  0.1930
H -2.32141 1.62163 -0.30671  0.2005
H -1.70473 1.27986 2.06910  0.1983
H -1.29505 -0.48778 1.69640  0.1853

***

Model b:
Entry from the Open Molecules 2025 dataset: 2 unconnected molecules or ions with the total composition C5H11N (ωB97M-V/def2-TZVPD).

The spin multiplicity is 1. The HOMO energy comes out at -9.1477 eV. Its SMILES is C=CN=C.CC. The value obtained for the frontier orbital gap is 10.2 eV. As for the lowest unoccupied orbital energy: 0.0376 Eh. The charge is 0.

Last column: natural (NBO) charge in e.
CARTESIAN COORDINATES (ANGSTROEM)
C 0.22383 -1.12998 -0.67242  -0.0343
C 0.46067 -0.79220 -1.98253  -0.4657
C 1.83722 -2.60271 0.02972  -0.0405
N 1.25344 -1.47132 0.25119  -0.4069
H -0.77423 -1.04123 -0.31578  0.1987
H 1.47243 -0.54660 -2.29554  0.2064
H -0.40383 -0.52459 -2.56954  0.2067
H 2.66991 -2.85127 0.66550  0.1722
H 1.51091 -3.38311 -0.68115  0.1636
C -0.98225 1.48752 1.65235  -0.6150
C -1.12983 2.10749 0.25021  -0.6215
H -1.91337 1.68768 2.24075  0.1991
H -0.16426 2.02034 2.17882  0.2044
H -0.70597 0.40991 1.70719  0.2115
H -1.14930 3.22792 0.23266  0.2121
H -0.25039 1.78487 -0.35553  0.2100
H -1.95499 1.61727 -0.33590  0.1993

***

Model c:
Entry from the Open Molecules 2025 dataset: C5H11N in the gas phase (ωB97M-V/def2-TZVPD).

The spin multiplicity is 1. The HOMO energy comes out at -8.4565 eV. Its SMILES is CN1CCCC1. The value obtained for the frontier orbital gap is 9.7 eV. As for the lowest unoccupied orbital energy: 0.0446 Eh. The charge is 0.

Last column: natural (NBO) charge in e.
CARTESIAN COORDINATES (ANGSTROEM)
C -1.41592 1.01834 -1.16272  -0.4096
N -0.67976 0.52630 0.00014  -0.4289
C -0.70568 -0.91665 0.15743  -0.2208
C 0.44204 -1.15579 1.16120  -0.4026
C 1.50319 -0.23528 0.57071  -0.4233
C 0.74437 0.90858 -0.05130  -0.2243
H -2.46112 0.77568 -0.96993  0.1995
H -1.34706 2.09911 -1.21161  0.2002
H -1.07782 0.56538 -2.09878  0.1643
H -0.51371 -1.51075 -0.74680  0.1571
H -1.64894 -1.27287 0.57901  0.1986
H 0.22300 -0.75478 2.15568  0.2024
H 0.56545 -2.23158 1.25862  0.2124
H 2.32662 0.06501 1.22450  0.2141
H 2.06418 -0.78713 -0.19772  0.1994
H 1.03748 1.04300 -1.10639  0.1677
H 0.94369 1.86343 0.43796  0.1937

***

Result of the stability comparison: model b is the least stable of them.

***

Model a:
Entry from the Open Molecules 2025 dataset: C5H11N in the gas phase (ωB97M-V/def2-TZVPD).

The spin multiplicity is 1. The HOMO energy comes out at -8.6715 eV. Its SMILES is CCCN1CC1. The value obtained for the frontier orbital gap is 9.9 eV. As for the lowest unoccupied orbital energy: 0.0448 Eh. The charge is 0.

Last column: natural (NBO) charge in e.
CARTESIAN COORDINATES (ANGSTROEM)
C 2.45478 0.11792 0.22338  -0.6006
C 1.03232 -0.41934 0.07167  -0.4267
C 0.10700 0.78767 -0.08727  -0.2046
N -1.32262 0.64680 -0.19197  -0.4120
C -2.13449 -0.21192 0.60940  -0.2557
C -2.01938 -0.39677 -0.87588  -0.2495
H 2.72849 0.72482 -0.64837  0.2028
H 3.19861 -0.67439 0.32975  0.2117
H 2.52260 0.76467 1.10585  0.2025
H 0.97354 -1.09203 -0.79419  0.1967
H 0.74800 -1.01132 0.95053  0.1967
H 0.40706 1.33860 -0.98731  0.1915
H 0.26452 1.45796 0.76958  0.1918
H -1.69710 -0.98330 1.22693  0.1808
H -2.98428 0.27649 1.08544  0.1955
H -1.45595 -1.23653 -1.28613  0.1856
H -2.84208 -0.06968 -1.50021  0.1934

***

Model b:
Entry from the Open Molecules 2025 dataset: C5H11N in the gas phase (ωB97M-V/def2-TZVPD).

The spin multiplicity is 1. The HOMO energy comes out at -8.1828 eV. Its SMILES is CCC/C=C/N. The value obtained for the frontier orbital gap is 9.4 eV. As for the lowest unoccupied orbital energy: 0.0436 Eh. The charge is 0.

Last column: natural (NBO) charge in e.
CARTESIAN COORDINATES (ANGSTROEM)
C -0.83616 0.06864 1.78969  -0.6163
C -1.32506 -0.79942 0.64269  -0.3942
C -0.22765 -1.28242 -0.31021  -0.4144
C 0.27530 -0.16945 -1.19976  -0.2814
C 1.28367 0.62772 -0.87042  -0.0067
N 1.84028 1.70316 -1.59256  -0.8132
H -0.70946 -0.54363 2.68548  0.2041
H -1.55451 0.84643 2.05853  0.2090
H 0.11927 0.57907 1.65427  0.2064
H -1.79997 -1.70275 1.03880  0.1981
H -2.10181 -0.30157 0.09659  0.1975
H 0.61796 -1.66469 0.27361  0.1963
H -0.55019 -2.15007 -0.88119  0.2085
H -0.25582 -0.06808 -2.13965  0.1910
H 1.87889 0.33757 -0.00503  0.1801
H 1.24114 2.09538 -2.30612  0.3679
H 2.10412 2.42412 -0.93469  0.3673

***

Result of the stability comparison: model a is the least stable of them.

***

Model a:
Entry from the Open Molecules 2025 dataset: 2 unconnected molecules or ions with the total composition CH7N2 (ωB97M-V/def2-TZVPD).

The spin multiplicity is 1. The HOMO energy comes out at -15.8840 eV. The value obtained for the frontier orbital gap is 10.4 eV. As for the lowest unoccupied orbital energy: -0.2001 Eh. The charge is +1.

Last column: natural (NBO) charge in e.
CARTESIAN COORDINATES (ANGSTROEM)
C -1.02739 0.66146 -1.41442  0.1611
N -0.00950 0.82041 -0.65292  -0.6293
H -1.49696 -0.32133 -1.44691  0.2189
H -1.39891 1.49448 -2.00601  0.2237
H 0.82196 1.30334 -0.98735  0.4438
H 0.15402 0.04789 0.13201  0.4447
N 0.65595 -0.84561 1.36057  -1.0624
H 1.58785 -1.25033 1.30136  0.4008
H 0.03622 -1.63653 1.51533  0.3989
H 0.67675 -0.27380 2.19836  0.3996

***

Model b:
Entry from the Open Molecules 2025 dataset: a molecular structure, CH7N2 (ωB97M-V/def2-TZVPD).

The spin multiplicity is 1. The HOMO energy comes out at -15.9415 eV. The value obtained for the frontier orbital gap is 11.0 eV. As for the lowest unoccupied orbital energy: -0.1798 Eh. The charge is +1.

Last column: natural (NBO) charge in e.
CARTESIAN COORDINATES (ANGSTROEM)
N -1.56980 0.08671 -0.49722  -0.9661
H -2.42363 -0.53324 -0.63307  0.4260
H -1.77476 0.78550 0.26356  0.4141
H -1.64706 0.68695 -1.24361  0.4117
H -0.52978 -0.53268 -0.11709  0.4567
C 1.85055 0.02144 0.13217  0.1402
N 0.64248 -0.43702 0.41665  -0.6680
H 2.68132 -0.26812 0.63105  0.1833
H 2.01866 0.92334 -0.37999  0.1958
H 0.75201 -0.73286 1.42755  0.4063

***

Result of the stability comparison: model b is the least stable of them.